(1)
This record from OMol25 describes CH3Br2OP as an isolated structure in a non-equilibrium geometry. The level of theory is ωB97M-V/def2-TZVPD.

The geometry in XYZ format:
```
8
Properties=species:S:1:pos:R:3:forces:R:3:mulliken_charge:R:1
C -1.097 0.277 -0.058 0.645 -0.686 -2.524 -0.587
O -0.954 1.381 0.658 0.208 1.302 0.034 -0.328
P -2.468 -0.427 4.474 -1.386 0.403 -0.419 0.078
Br -0.672 -1.004 5.437 1.315 -0.469 0.767 -0.097
Br -1.728 0.970 2.956 -0.440 -0.381 1.135 0.026
H -2.097 -0.121 -0.206 -0.703 0.007 0.950 0.310
H -0.473 -0.559 0.269 -0.010 -0.123 0.701 0.306
H -0.800 0.469 -1.083 0.372 -0.054 -0.644 0.292
```
Positions in Å, forces in eV/Å.

- frontier orbital gap (alpha / beta) (eV) = 8.6 / 5.9
- relative energy (zero: lowest compared OMol25 entry of this formula, charge and spin) (eV) = 4.895
- total energy (eV) = -152503.9560
- HOMO energy (alpha / beta) (eV) = -9.74 / -7.91

(2)
This record from OMol25 describes one molecule with the formula C4H6O2 in a non-equilibrium geometry. The level of theory is ωB97M-V/def2-TZVPD.

The geometry in XYZ format:
```
12
Properties=species:S:1:pos:R:3:forces:R:3:mulliken_charge:R:1
O -0.058 -1.952 -1.367 0.256 1.506 1.845 -0.570
C -0.003 -0.964 -0.649 1.221 -1.768 -1.378 0.606
C 0.720 -0.459 0.655 0.437 -2.896 1.095 -0.829
C -0.294 0.608 0.735 -1.893 0.487 1.981 0.286
O 0.334 1.866 1.064 -3.591 1.177 0.417 -0.555
C -0.661 0.339 -0.746 -0.594 3.178 0.545 -0.702
H 1.014 -1.116 1.532 -0.813 0.566 -1.061 0.302
H 1.585 0.110 0.463 1.575 0.274 -0.985 0.252
H -1.131 0.351 1.501 1.155 0.586 -1.365 0.286
H -0.481 2.487 1.275 2.757 -1.583 -0.610 0.330
H -0.112 1.143 -1.267 0.515 -0.782 -0.223 0.224
H -1.655 0.573 -1.055 -1.026 -0.746 -0.260 0.368
```
Positions in Å, forces in eV/Å.

- frontier orbital gap (eV) = 10.5
- relative energy (zero: lowest compared OMol25 entry of this formula, charge and spin) (eV) = 2.148
- SMILES = O=C1CC(O)C1
- total energy (eV) = -8338.3132
- HOMO energy (eV) = -9.85